Entry from OMol25: an isolated molecule of C5H10O (ωB97M-V/def2-TZVPD).

Last column: natural (NBO) charge in e.
CARTESIAN COORDINATES (ANGSTROEM)
C1 -2.0640 -0.0976 0.4088  -0.6136
C2 -0.7973 0.0277 -0.4223  0.0964
O1 -0.9390 1.2371 -1.1516  -0.7163
C3 0.4443 0.0065 0.4673  -0.2538
C4 1.5633 -0.9652 0.2091  -0.4120
C5 1.7687 0.4980 -0.0436  -0.4175
H1 -2.1382 0.7627 1.0836  0.2118
H2 -2.0550 -1.0145 1.0065  0.2099
H3 -2.9452 -0.0985 -0.2387  0.2188
H4 -0.7409 -0.8204 -1.1262  0.1527
H5 -0.1247 1.3714 -1.6519  0.4642
H6 0.2469 0.2340 1.5136  0.2149
H7 2.0714 -1.4301 1.0487  0.2161
H8 1.4708 -1.6050 -0.6661  0.2102
H9 1.8461 0.8287 -1.0774  0.1978
H10 2.3927 1.0652 0.6402  0.2205

2S+1: 1
Structure (SMILES): C[C@@H](O)C1CC1
E_LUMO in hartree: 0.03842
Total charge: 0
Frontier orbital gap in eV: 11.3
DFT total energy in Eh: -271.712910

---

Entry from OMol25: an isolated molecule of C5H10O (ωB97M-V/def2-TZVPD).

Last column: natural (NBO) charge in e.
CARTESIAN COORDINATES (ANGSTROEM)
C1 -1.8155 -1.0004 0.3516  -0.2506
O1 -1.1212 0.0900 0.9417  -0.5260
C2 -0.5167 0.8658 -0.0572  0.0877
C3 0.7522 1.6588 0.1550  -0.4353
C4 0.7840 0.3971 -0.6642  -0.2601
C5 1.4260 -0.8122 -0.0260  -0.6167
H1 -2.3358 -1.5536 1.1390  0.1941
H2 -1.1264 -1.6853 -0.1611  0.1699
H3 -2.5618 -0.6592 -0.3833  0.1664
H4 -1.2652 1.3144 -0.7140  0.1782
H5 1.2917 1.6493 1.0996  0.2233
H6 0.8440 2.6030 -0.3822  0.2186
H7 0.9083 0.5044 -1.7402  0.2105
H8 1.1238 -1.7295 -0.5408  0.2054
H9 1.0924 -0.8816 1.0140  0.2231
H10 2.5199 -0.7611 -0.0319  0.2117

2S+1: 1
Structure (SMILES): CO[C@H]1C[C@H]1C
E_LUMO in hartree: 0.04232
Total charge: 0
Frontier orbital gap in eV: 10.6
DFT total energy in Eh: -271.693819

---

Entry from OMol25: a cluster of 2 separate species, C5H10O in total (ωB97M-V/def2-TZVPD).

Last column: natural (NBO) charge in e.
CARTESIAN COORDINATES (ANGSTROEM)
C1 2.1843 -0.2786 0.3684  -0.9522
C2 0.3647 -0.0237 -0.7451  -0.1463
C3 -0.5725 -0.0952 0.3466  0.2197
O1 -0.2389 -1.0342 1.1926  -0.7196
C4 -1.6743 0.8946 0.5264  -0.4495
C5 -1.8609 -0.0474 -0.6318  -0.3856
H1 2.6771 -0.7698 -0.4761  0.2148
H2 2.7174 -0.6393 1.2627  0.2631
H3 2.3913 0.7946 0.3284  0.2221
H4 0.5565 -0.9796 -1.2176  0.2144
H5 0.4893 0.8560 -1.3768  0.2107
H6 1.0851 -0.7686 0.8926  0.3934
H7 -2.2811 0.6813 1.4027  0.2418
H8 -1.5474 1.9525 0.3036  0.2171
H9 -2.4940 -0.9239 -0.5477  0.2382
H10 -1.7967 0.3813 -1.6291  0.2180

2S+1: 1
E_LUMO in hartree: 0.01876
Total charge: 0
Frontier orbital gap in eV: 9.0
DFT total energy in Eh: -271.554773

---

Entry from OMol25: an isolated molecule of C5H10O (ωB97M-V/def2-TZVPD).

Last column: natural (NBO) charge in e.
CARTESIAN COORDINATES (ANGSTROEM)
C1 -0.3118 -1.8645 0.0843  -0.5996
C2 0.1602 -0.4519 0.4188  -0.2486
C3 0.8600 0.2732 -0.7433  -0.4257
C4 0.5410 1.7302 -0.4302  -0.0646
O1 -0.7924 1.7201 0.0551  -0.5312
C5 -1.0283 0.4804 0.7171  -0.0667
H1 0.5108 -2.5145 -0.2317  0.2108
H2 -0.8025 -2.3335 0.9453  0.2099
H3 -1.0439 -1.8183 -0.7315  0.2031
H4 0.8529 -0.4864 1.2718  0.2006
H5 1.9376 0.0849 -0.7885  0.2147
H6 0.4164 -0.0339 -1.6995  0.2020
H7 0.5808 2.3949 -1.2984  0.1906
H8 1.2407 2.1234 0.3226  0.1566
H9 -1.1675 0.6490 1.7950  0.1751
H10 -1.9540 0.0469 0.3131  0.1728

2S+1: 1
Structure (SMILES): C[C@H]1CCOC1
E_LUMO in hartree: 0.04198
Total charge: 0
Frontier orbital gap in eV: 10.7
DFT total energy in Eh: -271.735757

---

Entry from OMol25: a cluster of 2 separate species, C5H10O in total (ωB97M-V/def2-TZVPD).

Last column: natural (NBO) charge in e.
CARTESIAN COORDINATES (ANGSTROEM)
C1 -0.5333 1.6454 0.2830  -0.6944
C2 -0.3553 0.1841 0.6229  0.5337
C3 1.3748 -0.0123 1.1621  -0.7824
O1 -1.1300 -0.4698 1.3022  -0.6360
H1 -1.4491 1.7562 -0.2996  0.2336
H2 -0.6389 2.2085 1.2121  0.2454
H3 0.3044 2.0428 -0.2896  0.2182
H4 1.5751 -1.0458 1.4482  0.2268
H5 2.1471 0.4172 0.5204  0.2089
H6 1.2930 0.5880 2.0659  0.2310
C4 -0.1228 -0.6734 -1.2435  -0.4342
C5 -0.8854 -1.7369 -1.4614  -0.3197
H7 0.2529 -0.0317 -2.0356  0.2034
H8 0.6519 -0.5529 -0.2038  0.3438
H9 -1.3530 -2.2434 -0.6213  0.2171
H10 -1.1311 -2.0760 -2.4620  0.2048

2S+1: 1
Structure (SMILES): CC(C)=O.C=C
E_LUMO in hartree: 0.02641
Total charge: 0
Frontier orbital gap in eV: 9.4
DFT total energy in Eh: -271.589153

---

Entry from OMol25: a cluster of 2 separate species, C5H10O in total (ωB97M-V/def2-TZVPD).

Last column: natural (NBO) charge in e.
CARTESIAN COORDINATES (ANGSTROEM)
C1 -1.5509 1.2179 -1.2113  -0.3070
C2 -0.4666 -0.4231 0.1095  -0.4097
C3 -0.4884 -1.1535 1.4252  -0.6402
C4 0.6476 0.2328 -0.4128  0.4845
O1 0.4743 1.0632 -1.3568  -0.5760
C5 2.0585 0.0146 0.0770  -0.6886
H1 -1.7120 0.7394 -2.1718  0.1941
H2 -1.3004 2.2693 -1.2767  0.2004
H3 -2.3205 0.9993 -0.4802  0.1896
H4 -1.0754 -0.8662 -0.6780  0.2278
H5 0.2285 -0.7269 2.1358  0.2087
H6 -0.2622 -2.2260 1.3248  0.2029
H7 -1.4782 -1.0839 1.8936  0.2179
H8 2.2375 0.6426 0.9583  0.2366
H9 2.2454 -1.0249 0.3615  0.2188
H10 2.7628 0.3253 -0.6981  0.2402

2S+1: 1
E_LUMO (spin up / spin down) in hartree: 0.00270 / 0.00268
Total charge: 0
Frontier orbital gap (spin up / spin down) in eV: 7.5 / 7.5
DFT total energy in Eh: -271.592351

---

Entry from OMol25: an isolated molecule of C5H10O (ωB97M-V/def2-TZVPD).

Last column: natural (NBO) charge in e.
CARTESIAN COORDINATES (ANGSTROEM)
C1 -0.5025 -1.4699 0.3876  -0.6169
C2 0.6722 -0.5994 -0.0612  -0.3841
C3 1.8861 -0.7013 0.8608  -0.5955
C4 0.3524 0.8442 -0.3848  0.2712
O1 -0.9526 0.9422 -0.3388  -0.5064
C5 -1.5361 2.0964 -0.9341  -0.2475
H1 -1.3357 -1.3922 -0.3156  0.2161
H2 -0.8754 -1.1450 1.3659  0.2070
H3 -0.2092 -2.5204 0.4647  0.2084
H4 1.0006 -0.9323 -1.0647  0.2326
H5 1.6177 -0.3942 1.8785  0.2029
H6 2.7015 -0.0590 0.5134  0.2225
H7 2.2449 -1.7350 0.9043  0.2072
H8 -0.8441 2.9390 -0.8947  0.2044
H9 -1.7482 1.8298 -1.9719  0.1879
H10 -2.4717 2.2972 -0.4093  0.1901

2S+1: 1
E_LUMO in hartree: 0.03720
Total charge: 0
Frontier orbital gap in eV: 9.4
DFT total energy in Eh: -271.644975

---

Entry from OMol25: a structure of composition C5H10O (ωB97M-V/def2-TZVPD).

Last column: natural (NBO) charge in e.
CARTESIAN COORDINATES (ANGSTROEM)
C1 -1.2604 1.4466 0.1425  -0.6428
C2 -0.6410 0.8090 -1.1001  -0.0547
C3 0.0423 -1.1120 0.3166  -0.0034
C4 0.9001 -0.8820 1.5183  -0.7189
C5 0.8053 -1.2595 -0.9302  -0.1579
O1 0.6227 0.1828 -0.7666  -0.4590
H1 -0.4805 1.9136 0.7592  0.2151
H2 -1.7756 0.6986 0.7552  0.2390
H3 -1.9694 2.2303 -0.1510  0.2121
H4 -0.3891 1.5750 -1.8413  0.1816
H5 -1.3114 0.0651 -1.5426  0.1976
H6 0.5023 -0.0462 2.1091  0.2235
H7 0.7693 -1.7814 2.1318  0.2354
H8 1.9765 -0.7104 1.3446  0.1790
H9 0.3249 -1.6585 -1.8307  0.1819
H10 1.8842 -1.4712 -0.9148  0.1715

2S+1: 1
E_LUMO in hartree: 0.04205
Total charge: 0
Frontier orbital gap in eV: 8.9
DFT total energy in Eh: -271.584134

---

Entry from OMol25: a cluster of 2 separate species, C5H10O in total (ωB97M-V/def2-TZVPD).

Last column: natural (NBO) charge in e.
CARTESIAN COORDINATES (ANGSTROEM)
C1 -1.4850 0.6206 1.6424  -0.2521
O1 -1.1964 1.0289 0.3184  -0.4857
C2 -0.0110 0.5775 -0.1186  0.3294
C3 1.0533 -0.0287 0.4282  -0.3420
C4 1.7599 -0.1389 -0.9108  -0.3940
C5 0.5027 0.5563 -1.5324  -0.4339
H1 -0.6992 0.9525 2.3289  0.1771
H2 -1.5681 -0.4712 1.6944  0.1816
H3 -2.4326 1.0796 1.9221  0.1972
H4 1.3394 -0.3167 1.4350  0.2107
H5 1.9368 -1.1596 -1.2726  0.1975
H6 2.6851 0.4421 -1.0117  0.1968
H7 0.6989 1.5294 -1.9947  0.2113
H8 -0.0884 -0.0651 -2.2151  0.2108
H9 -1.5360 -2.5035 -0.4926  -0.0029
H10 -0.9592 -2.1032 -0.2208  -0.0020

2S+1: 1
Structure (SMILES): COC1=CCC1.[H][H]
E_LUMO in hartree: 0.04349
Total charge: 0
Frontier orbital gap in eV: 9.8
DFT total energy in Eh: -271.649433

---

Entry from OMol25: an isolated molecule of C5H10O (ωB97M-V/def2-TZVPD).

Last column: natural (NBO) charge in e.
CARTESIAN COORDINATES (ANGSTROEM)
C1 2.1582 1.4228 -1.6690  -0.6232
C2 1.0882 0.4218 -1.3883  -0.2705
C3 0.3279 0.5408 -0.3108  0.1247
O1 -0.5083 -0.4283 0.1287  -0.5176
C4 -0.9474 -0.2078 1.4567  -0.0601
C5 -1.5789 -1.4935 1.9310  -0.6218
H1 2.1864 2.2057 -0.9006  0.2056
H2 3.1349 0.9223 -1.6418  0.2117
H3 1.9995 1.8844 -2.6457  0.2081
H4 0.9880 -0.4412 -2.0434  0.2072
H5 0.3561 1.4522 0.2906  0.1596
H6 -1.6607 0.6284 1.4604  0.1665
H7 -0.0965 0.0749 2.0962  0.1679
H8 -2.0516 -1.3561 2.9069  0.2116
H9 -0.8212 -2.2794 2.0055  0.2133
H10 -2.3329 -1.8107 1.2058  0.2170

2S+1: 1
Structure (SMILES): C/C=C/OCC
E_LUMO in hartree: 0.04239
Total charge: 0
Frontier orbital gap in eV: 9.5
DFT total energy in Eh: -271.709804

---

Entry from OMol25: a cluster of 2 separate species, C5H10O in total (ωB97M-V/def2-TZVPD).

Last column: natural (NBO) charge in e.
CARTESIAN COORDINATES (ANGSTROEM)
C1 1.1944 -2.8602 0.9193  -0.4135
C2 1.1398 -1.9281 -0.0185  -0.1711
C3 0.3342 -0.7102 0.1446  -0.6303
H1 0.6031 -2.7341 1.8499  0.1815
H2 1.7988 -3.7647 0.8242  0.1991
H3 1.7438 -2.0339 -0.9206  0.1955
H4 -0.3387 -0.8551 0.9943  0.1832
H5 0.9519 0.1871 0.3142  0.2189
H6 -0.1718 -0.5815 -0.8061  0.2310
C4 -0.3952 2.4705 -1.2941  -0.5211
C5 -0.6720 2.0059 -0.0812  0.1380
O1 -1.4989 0.9353 0.1702  -0.6870
H7 0.2219 3.3525 -1.3854  0.2142
H8 -0.7725 1.9813 -2.1932  0.2108
H9 -0.2324 2.4382 0.8411  0.1685
H10 -1.4195 0.6590 1.0988  0.4823

2S+1: 1
Structure (SMILES): C=CC.C=CO
E_LUMO in hartree: 0.02887
Total charge: 0
Frontier orbital gap in eV: 9.8
DFT total energy in Eh: -271.664751

---

Entry from OMol25: a cluster of 2 separate species, C5H10O in total (ωB97M-V/def2-TZVPD).

Last column: natural (NBO) charge in e.
CARTESIAN COORDINATES (ANGSTROEM)
O1 -2.0951 0.2286 0.4595  -0.6669
C1 -0.8192 0.1256 0.0015  0.3676
C2 0.1626 1.0776 -0.0280  -0.3537
C3 1.3561 0.4420 0.6107  -0.4193
C4 1.2779 -0.9722 0.0259  -0.3827
C5 -0.2269 -1.2378 -0.2159  -0.4827
H1 -2.5727 -0.5997 0.3393  0.4795
H2 0.2494 2.0034 -0.5695  0.2322
H3 1.1828 0.4283 1.7010  0.1876
H4 2.3014 0.9629 0.4464  0.2069
H5 1.8248 -0.9603 -0.9198  0.2058
H6 1.6975 -1.7303 0.6818  0.2078
H7 -0.6643 -1.9983 0.4359  0.1936
H8 -0.4067 -1.5558 -1.2587  0.2195
H9 -1.7124 1.6386 -1.1167  -0.0044
H10 -1.5552 2.1475 -0.5935  0.0092

2S+1: 1
Structure (SMILES): OC1=CCCC1.[H][H]
E_LUMO in hartree: 0.03224
Total charge: 0
Frontier orbital gap in eV: 8.6
DFT total energy in Eh: -271.617934